2 unconnected molecules or ions with the total composition C31H56BrN6O6P at a distorted geometry, computed with ωB97M-V with the def2-TZVPD basis set.

Structure (ORCA input):
```
! RIJCOSX wB97M-V def2-TZVPD def2/J DEFGRID3
* xyz 0 1
C 3.8218 7.0906 -4.3095
O 2.7758 7.6313 -3.4804
C 1.5459 6.9204 -3.7171
C 1.5511 5.5938 -2.8448
C 0.0353 5.2837 -2.4263
C -0.5492 4.2804 -3.5185
C -2.1238 4.1324 -3.4528
C -2.6465 3.8297 -1.9749
C -1.9652 2.5535 -1.3181
C -3.0294 1.4486 -0.8337
N -2.5038 0.1214 -1.1747
C -2.6143 -0.7482 -2.2646
N -3.2970 -0.4957 -3.4065
C -4.0115 0.7237 -3.7707
C -5.5166 0.6455 -3.2320
O -6.0264 -0.4100 -3.0347
Br -6.6126 2.2582 -2.9156
P -3.3199 -1.8146 -4.5990
O -3.8881 -3.0281 -3.9530
O -4.2960 -1.4725 -5.8902
O -1.7581 -2.2122 -5.0442
N -1.9192 -1.9001 -1.9943
C -1.3058 -1.7924 -0.7346
C -0.3934 -2.8288 -0.0341
C -1.1372 -4.1587 0.4125
C -0.6782 -5.3678 -0.5006
C 0.6723 -6.0246 0.0243
N 1.4918 -6.5867 -1.0695
C 1.9303 -7.9193 -1.1673
C 2.6997 -8.1407 -2.3973
C 2.7753 -6.8121 -3.1107
C 1.9924 -5.9613 -2.2146
N -1.7065 -0.5389 -0.3175
C -1.1733 -0.1400 1.0145
H 4.7457 6.9354 -3.6813
H 3.5618 6.1061 -4.7860
H 4.0712 7.8123 -5.1471
H 1.4403 6.7044 -4.8183
H 0.6827 7.5852 -3.4245
H 2.2043 5.6471 -1.9365
H 1.8886 4.7386 -3.4944
H -0.5825 6.2231 -2.3599
H 0.0415 4.7322 -1.4421
H -0.2487 4.6427 -4.5480
H -0.0673 3.2717 -3.3839
H -2.6732 5.0588 -3.7954
H -2.4064 3.3192 -4.1830
H -3.7712 3.7049 -2.0086
H -2.4592 4.7230 -1.3071
H -1.2365 2.8136 -0.4923
H -1.3358 2.0385 -2.1087
H -3.2051 1.5683 0.2762
H -4.0238 1.6879 -1.3089
H -4.1236 0.8465 -4.8898
H -3.5043 1.6776 -3.4338
H -3.8661 -0.8202 -6.4818
H -1.1246 -1.6900 -4.5121
H 0.4329 -3.0841 -0.7600
H 0.1118 -2.3875 0.8715
H -2.2539 -4.0601 0.4982
H -0.7743 -4.3866 1.4622
H -1.4888 -6.1431 -0.5629
H -0.4849 -4.9661 -1.5331
H 1.3317 -5.3035 0.5802
H 0.4094 -6.8674 0.7234
H 1.7155 -8.7292 -0.4361
H 3.1499 -9.0935 -2.7614
H 3.2656 -6.5463 -4.0730
H 1.8420 -4.8778 -2.4656
H -0.0483 -0.0592 0.8987
H -1.5489 0.8355 1.4067
H -1.3186 -0.9803 1.7553
C 0.1279 1.2681 6.1005
C 1.3608 0.9765 5.2220
C 2.6364 1.0498 6.0843
C 2.8199 -0.0996 7.0709
C 2.1589 -1.4008 6.6159
C 1.9275 -1.5116 5.0957
N 1.1292 -0.3675 4.6685
O 0.8397 -0.3822 3.3064
C 1.1074 -2.7949 4.8764
C 3.2788 -1.6779 4.3746
C 1.4761 2.1195 4.1999
H -0.7873 1.2596 5.5035
H 0.2000 2.2541 6.5792
H 0.0088 0.5276 6.8940
H 3.5125 1.0805 5.4285
H 2.6634 1.9965 6.6380
H 3.8916 -0.2614 7.2262
H 2.4178 0.1807 8.0493
H 2.7524 -2.2480 6.9768
H 1.1941 -1.4887 7.1273
H 0.1167 -2.7074 5.3309
H 1.6047 -3.6591 5.3316
H 0.9744 -3.0185 3.8144
H 3.8067 -2.5633 4.7483
H 3.9452 -0.8241 4.5159
H 3.1456 -1.8173 3.2993
H 1.5929 3.0810 4.7122
H 0.5850 2.2024 3.5744
H 2.3441 1.9881 3.5488
*
```

## Properties
HOMO-LUMO gap = 2.81 eV
HOMO = -3.97 eV
DFT total energy = -4909.897394 Eh

Atom charges from the Löwdin analysis, given in e for atoms 1 to 8: C -0.1205; O -0.2178; C -0.2302; C -0.1587; C -0.1930; C -0.2146; C -0.2045; C -0.1985